# 1
20
Properties=species:S:1:pos:R:3:forces:R:3 method="wB97M-V/def2-TZVPD" charge=0 e_homo_ha=-0.3755 multiplicity=1 smiles=CC(C)O.CC de_lowest_kj_mol=77.2
C -1.681 0.726 1.436 0.47 -0.22 1.25
C -0.575 0.939 2.502 -0.33 0.69 -0.64
H -1.265 0.235 0.559 -0.16 -0.08 0.01
H -2.489 0.116 1.848 -0.16 0.27 -0.29
H -2.001 1.726 1.166 -0.48 -0.07 -0.28
H -0.826 1.727 3.216 -0.30 -0.05 -0.07
H 0.233 1.362 1.906 0.66 -0.29 0.54
H -0.295 0.083 3.109 0.20 -0.25 -0.42
C 0.355 -0.594 -1.642 0.51 -0.08 -1.55
C 0.476 -1.802 -0.731 -0.55 0.11 1.01
C 1.033 0.644 -1.104 -0.13 0.34 0.03
O 0.888 -0.931 -2.959 0.53 0.20 0.20
H -0.660 -0.341 -1.963 -0.25 -0.15 0.88
H -0.479 -2.037 -0.244 0.03 -0.04 -0.24
H 2.110 0.532 -0.945 -0.04 -0.27 -0.18
H 0.857 1.477 -1.785 0.09 0.08 0.02
H 0.621 0.913 -0.137 -0.10 0.06 0.09
H 1.738 -0.488 -3.081 -0.20 -0.18 0.09
H 1.146 -1.602 0.114 0.18 -0.05 -0.28
H 0.813 -2.683 -1.263 0.03 -0.01 -0.16

# 2
20
Properties=species:S:1:pos:R:3:forces:R:3 method="wB97M-V/def2-TZVPD" charge=0 e_homo_ha=-0.3710 multiplicity=1 smiles=CCCCC.O de_lowest_kj_mol=307.8
C 2.944 -0.816 0.360 0.60 -3.58 -1.23
C 2.128 0.077 -0.464 -1.56 1.06 -1.78
C 0.696 0.120 0.016 -3.67 0.01 -1.39
C -0.395 1.312 -0.348 -2.03 -0.86 -0.08
C -1.668 0.921 0.627 3.36 1.00 -0.22
H 3.124 -0.458 1.357 -0.06 0.18 0.40
H 2.554 -1.913 0.386 0.61 1.79 0.14
H 3.866 -0.825 -0.223 0.62 -0.52 0.67
H 2.171 0.012 -1.599 -0.15 -1.12 1.21
H 2.711 0.958 -0.420 -0.17 2.01 0.62
H 0.109 -0.902 -0.406 1.70 2.50 1.46
H 0.602 0.175 1.133 0.51 -0.58 -0.94
H -1.000 1.388 -1.419 2.25 -0.63 2.23
H -0.074 2.345 -0.137 0.38 -0.52 -0.04
H -1.270 0.654 1.717 -1.39 1.44 -1.99
H -2.478 1.644 0.358 0.47 -0.56 1.25
H -1.878 -0.025 0.206 -0.42 -0.11 0.20
H -3.861 -0.824 -0.456 1.96 -1.15 0.59
H -2.833 -1.991 -0.607 0.30 -3.12 -2.10
O -2.996 -1.240 -0.129 -3.30 2.75 0.97

# 3
21
Properties=species:S:1:pos:R:3:forces:R:3 method="wB97M-V/def2-TZVPD" charge=0 e_homo_ha=-0.2919 multiplicity=1 smiles="CC=C(C)C.O.O" de_lowest_kj_mol=160.9
C -2.404 -0.734 -1.551 0.86 -1.22 0.35
C -1.780 -0.656 -0.179 0.61 1.10 0.62
C -0.612 0.004 0.002 0.09 0.02 -0.34
C -0.420 1.028 1.079 -0.40 -0.16 1.31
C -2.610 -0.900 1.052 -1.20 -0.37 -0.54
H -3.290 -0.098 -1.578 -0.06 -0.11 0.10
H -1.695 -0.339 -2.279 -0.10 -0.17 -0.10
H -2.663 -1.768 -1.783 -0.35 0.08 -0.37
H 0.219 -0.155 -0.676 -0.35 0.71 -0.82
H -1.197 1.808 1.019 0.06 -0.23 -0.34
H 0.516 1.582 1.163 0.20 -0.56 -0.37
H -0.621 0.585 2.054 0.23 0.00 0.34
H -3.300 -0.058 1.193 0.27 0.06 0.66
H -3.298 -1.753 0.953 0.14 0.05 -0.54
H -2.015 -1.208 1.915 0.01 0.79 0.03
H 5.786 -0.227 -4.124 -0.18 -0.05 0.25
H 4.737 0.766 -3.520 0.10 -0.29 0.07
O 5.369 0.631 -4.231 0.07 0.33 -0.32
H 2.766 0.334 3.896 0.48 -0.26 -0.08
H 3.658 0.440 2.572 -0.14 -0.21 0.61
O 2.852 0.718 3.023 -0.34 0.48 -0.53

# 4
22
Properties=species:S:1:pos:R:3:forces:R:3 method="wB97M-V/def2-TZVPD" charge=0 e_homo_ha=-0.3292 multiplicity=1 smiles="C=C/C=C/C.O.O.O" de_lowest_kj_mol=46.8
C -1.470 1.369 -1.626 -0.08 -0.51 -0.40
C -1.392 0.100 -0.829 -0.06 0.47 -0.67
C -0.320 -0.315 -0.167 -0.12 -0.15 0.82
C -0.308 -1.581 0.579 0.04 0.36 -0.60
C 0.723 -1.968 1.324 0.09 -0.28 -0.83
H -2.238 2.030 -1.244 -0.13 0.23 0.13
H -1.758 1.106 -2.647 -0.13 0.09 -0.05
H -0.525 1.888 -1.721 0.23 0.13 0.31
H -2.273 -0.525 -0.905 -0.08 -0.19 0.21
H 0.539 0.337 -0.059 0.14 -0.04 -0.19
H -1.171 -2.208 0.388 -0.10 -0.19 0.36
H 0.773 -2.966 1.722 -0.03 -0.05 0.40
H 1.621 -1.369 1.287 0.12 0.13 0.44
H 1.349 -1.228 -3.108 -0.24 0.10 -0.07
H -0.044 -0.793 -2.655 0.12 -0.01 0.03
O 0.507 -0.891 -3.442 0.16 -0.10 0.05
H -0.272 0.041 2.595 0.16 -0.04 -0.03
H -0.518 1.350 3.350 0.11 0.00 -0.03
O 0.186 0.785 3.011 -0.22 0.03 0.11
H 2.728 2.154 1.251 0.20 -0.08 -0.36
H 1.650 1.318 1.846 -0.18 -0.34 -0.28
O 2.213 1.364 1.050 0.00 0.43 0.65

# 5
22
Properties=species:S:1:pos:R:3:forces:R:3 method="wB97M-V/def2-TZVPD" charge=0 e_homo_ha=-0.3780 multiplicity=1 smiles=CCCOCOC.O de_lowest_kj_mol=63.8
O 1.792 -0.711 -0.509 -1.57 1.23 -0.91
O -0.133 0.099 0.626 0.71 -1.23 -0.62
C 1.406 -0.115 -1.800 0.65 -0.62 -0.02
C 0.622 -1.063 0.196 0.20 0.09 0.85
C -2.215 1.581 2.197 0.31 0.58 0.63
C -1.513 0.061 0.292 -0.70 0.03 0.19
C -2.161 1.393 0.710 0.27 -0.83 -1.67
H 1.070 -0.942 -2.448 0.07 0.30 0.09
H 2.312 0.333 -2.242 -0.40 -0.23 0.29
H 0.613 0.652 -1.770 0.38 -0.33 0.56
H 0.978 -1.616 1.087 -0.19 0.40 -0.32
H 0.009 -1.758 -0.409 -0.09 0.49 0.06
H -2.952 0.930 2.697 0.26 0.19 -0.31
H -2.477 2.632 2.402 0.07 -0.44 0.21
H -1.218 1.377 2.624 -0.42 0.15 -0.01
H -2.053 -0.736 0.838 0.39 -0.05 -0.17
H -1.644 -0.125 -0.791 0.06 0.12 0.31
H -3.173 1.388 0.261 0.38 0.17 0.20
H -1.558 2.150 0.172 -0.41 0.07 0.54
O 4.394 -1.720 -1.621 -0.70 -0.43 0.57
H 4.209 -2.637 -1.317 0.14 1.08 -0.29
H 3.693 -1.173 -1.198 0.60 -0.73 -0.21

# 6
23
Properties=species:S:1:pos:R:3:forces:R:3 method="wB97M-V/def2-TZVPD" charge=+1 e_homo_ha="-0.5365 / -0.5362" s_squared=0.757 multiplicity=2
O -0.208 -1.564 2.006 1.50 -1.63 -0.19
C -0.741 -0.598 1.553 -4.96 3.23 0.71
O -2.128 -0.469 1.573 1.90 -0.92 -0.06
C -0.194 0.691 1.071 2.67 -0.49 -1.71
C -0.106 0.565 -0.533 1.01 -0.34 1.78
C 0.380 -0.913 -0.919 -1.16 2.11 -0.66
C 1.582 -1.294 -0.120 0.18 0.89 -0.89
H -2.583 -1.263 1.914 0.19 0.01 0.00
H 0.861 0.700 1.445 -0.88 0.33 -0.22
H -0.709 1.605 1.367 -0.40 -0.57 0.22
H -1.011 0.957 -0.953 -0.73 -0.56 -0.43
H 0.639 1.320 -0.782 0.25 -0.44 -0.24
H -0.437 -1.636 -0.840 -0.04 -0.19 0.33
H 0.492 -0.890 -2.038 0.58 -0.11 0.88
H 1.936 -2.268 -0.414 0.34 -0.34 0.37
H 1.497 -1.238 1.010 -0.46 -0.58 0.35
H 2.329 -0.460 -0.137 -0.04 -0.43 -0.34
H -3.807 0.871 -0.966 -0.51 0.16 -0.23
H -3.149 -0.430 -0.800 -0.12 -0.43 -0.12
O -3.932 -0.053 -1.216 0.60 0.30 0.37
H 2.499 2.501 -1.053 0.03 -0.05 -0.28
H 3.711 2.121 -0.272 0.28 -0.18 -0.02
O 3.078 1.745 -0.895 -0.27 0.25 0.36